No. 1
The following is a DFT calculation (ωB97M-V/def2-TZVPD) of a molecular structure, C33H40GeN6S2Sc.

Last column: Mulliken charge in e.
Element x y z (Å)
Sc (-0.0220, 2.0174, -1.8492)  -0.604
C (2.1447, 2.1853, 0.7279)  0.721
C (0.8109, 2.7111, 1.2650)  -0.343
N (-0.2517, 2.9176, 0.2395)  0.261
C (-1.6185, 2.7389, 0.7682)  -1.567
C (-2.1603, 1.3663, 0.3801)  0.492
N (-1.9761, 1.1672, -1.0653)  0.421
C (-2.0660, -0.2292, -1.5355)  -1.391
C (-0.6937, -0.9216, -1.7215)  1.554
C (0.0356, -0.7606, -3.0934)  -1.602
N (0.8045, 0.4840, -3.3189)  0.294
C (2.2688, 0.4266, -3.3939)  -1.099
C (2.9449, 1.0464, -2.1667)  -0.641
N (2.2703, 2.2830, -1.7735)  0.108
C (2.7438, 2.8734, -0.4967)  -1.366
H (2.0582, 1.1096, 0.5384)  -0.721
H (2.8451, 2.2472, 1.5626)  0.698
H (0.9692, 3.6520, 1.8001)  0.557
H (0.4456, 1.9893, 1.9947)  -0.478
H (-0.1789, 3.8831, -0.1139)  0.547
H (-2.2448, 3.5181, 0.3375)  0.594
H (-1.6489, 2.8212, 1.8581)  0.536
H (-3.2088, 1.2826, 0.6842)  0.598
H (-1.6011, 0.5932, 0.9106)  -0.806
H (-2.6475, 1.7269, -1.5842)  -0.036
H (-2.5979, -0.2305, -2.4863)  0.458
H (-2.6320, -0.8394, -0.8264)  0.174
H (-0.9456, -1.9900, -1.7086)  0.720
H (1.2905, -0.8030, -0.8486)  0.848
H (-0.6911, -0.8707, -3.9014)  0.369
H (0.7269, -1.6084, -3.1549)  0.262
H (0.4143, 0.9757, -4.1286)  0.301
H (2.5778, 0.9765, -4.2860)  0.537
H (2.6236, -0.6023, -3.5062)  0.351
H (4.0087, 1.2017, -2.3910)  0.495
H (2.8889, 0.3609, -1.3205)  0.396
H (2.3659, 2.9883, -2.5018)  0.371
H (2.4658, 3.9299, -0.5271)  0.367
H (3.8381, 2.8237, -0.4552)  0.331
S (-1.5805, 2.1980, -3.9239)  -0.481
C (-1.4491, 3.6042, -2.9108)  0.974
S (0.1126, 4.3879, -2.7018)  -0.531
C (-2.5911, 4.1288, -2.2120)  0.191
C (-3.8464, 3.4870, -2.2557)  0.331
N (-4.8852, 2.9722, -2.2631)  -0.727
C (-2.4750, 5.2173, -1.3231)  -0.069
N (-2.3947, 6.0798, -0.5537)  -0.736
C (0.2506, -0.6510, -0.5496)  -1.402
Ge (0.0338, -1.7429, 1.1517)  1.012
C (1.4291, -3.1088, 0.9022)  -0.231
C (1.8219, -3.5902, -0.3425)  0.007
C (2.7888, -4.5804, -0.4642)  -0.844
C (3.3903, -5.1014, 0.6730)  -0.485
C (3.0170, -4.6282, 1.9248)  -0.637
C (2.0436, -3.6446, 2.0360)  -0.543
C (0.3435, -0.6842, 2.6824)  1.394
C (-0.6345, 0.0091, 3.4738)  -0.633
C (-0.2952, 0.9554, 4.4040)  -0.593
C (1.0557, 1.3202, 4.6387)  -0.954
C (2.0385, 0.6263, 3.9023)  -0.652
C (1.7170, -0.3222, 2.9663)  -0.739
C (-1.6903, -2.6734, 0.9712)  0.231
C (-1.7753, -3.8418, 0.2134)  -0.041
C (-2.9895, -4.4825, 0.0027)  -0.855
C (-4.1524, -3.9659, 0.5547)  -0.532
C (-4.0897, -2.8108, 1.3227)  -0.767
C (-2.8730, -2.1761, 1.5251)  0.298
H (0.1722, 0.3696, -0.1637)  -0.722
H (1.3688, -3.1947, -1.2481)  0.286
H (3.0739, -4.9434, -1.4444)  0.414
H (4.1484, -5.8699, 0.5850)  0.371
H (3.4874, -5.0233, 2.8171)  0.400
H (1.7609, -3.2682, 3.0133)  0.361
H (-1.6871, -0.2273, 3.3586)  0.151
H (-1.0849, 1.4334, 4.9754)  0.394
H (1.3181, 2.0634, 5.3783)  0.328
H (3.0888, 0.8458, 4.0796)  0.435
H (2.5245, -0.8205, 2.4349)  0.302
H (-0.8765, -4.2710, -0.2163)  0.382
H (-3.0268, -5.3866, -0.5928)  0.402
H (-5.1017, -4.4595, 0.3885)  0.364
H (-4.9908, -2.3987, 1.7597)  0.418
H (-2.8528, -1.2720, 2.1187)  0.020

HOMO (spin up / spin down) in eV: -2.9 / -1.2
LUMO (spin up / spin down) in eV: 1.92 / 1.90
HOMO-LUMO gap (spin up / spin down) in Eh: 0.176 / 0.115
Charge: -1

---

No. 2
The following is a DFT calculation (ωB97M-V/def2-TZVPD) of a molecular structure, C33H40IrN3O4S3.

Last column: Mulliken spin population.
Element x y z (Å)
Ir (-0.0734, -0.3297, 0.3984)  0.092
C (-3.3104, -1.4988, 1.4561)  -0.007
C (-2.7787, -0.5810, 2.5411)  0.046
S (-1.2897, 0.4697, 2.2187)  -0.005
C (-0.2918, -0.1061, 3.6181)  0.000
C (0.1250, -1.5575, 3.5551)  0.010
S (0.6748, -2.0895, 1.8977)  0.059
C (-0.0771, -3.7538, 1.8508)  0.009
C (-1.5909, -3.7326, 1.9519)  -0.002
S (-2.1257, -2.6035, 0.6650)  0.669
H (-3.7569, -0.9569, 0.6288)  0.000
H (-4.0775, -2.1412, 1.9019)  0.020
H (-2.5370, -1.1471, 3.4389)  0.003
H (-3.5737, 0.1148, 2.8127)  -0.008
H (-0.8712, 0.0902, 4.5223)  0.000
H (0.5663, 0.5476, 3.6377)  0.001
H (-0.6822, -2.2158, 3.8653)  -0.001
H (0.9685, -1.7318, 4.2251)  0.002
H (0.3942, -4.3240, 2.6528)  -0.001
H (0.2554, -4.1858, 0.9053)  0.000
H (-1.9612, -3.4361, 2.9306)  0.003
H (-2.0083, -4.7178, 1.7220)  0.025
O (1.0563, -1.1492, -1.0929)  -0.003
C (0.5675, -1.5958, -2.1616)  0.000
C (-0.7705, -1.5752, -2.6115)  -0.030
C (-0.9701, -2.0622, -3.9280)  -0.002
C (-2.2084, -2.0081, -4.4869)  0.003
C (-3.3040, -1.5049, -3.7786)  0.001
C (-3.1330, -1.0385, -2.4955)  0.005
C (-1.8733, -1.0476, -1.8861)  0.009
O (-1.8149, -0.5729, -0.6466)  0.080
N (-2.3959, -2.4860, -5.8746)  0.000
O (-1.4081, -2.8865, -6.4459)  0.001
O (-3.5107, -2.3915, -6.3291)  0.000
H (1.3012, -2.0458, -2.8361)  0.000
H (-0.1461, -2.4654, -4.5043)  0.000
H (-4.2749, -1.4905, -4.2572)  0.000
H (-3.9728, -0.6307, -1.9485)  0.000
C (2.1259, 2.2285, 3.4523)  -0.001
C (2.8191, 0.9028, 3.2193)  0.002
C (3.6831, 0.4467, 4.2110)  0.000
C (4.4863, -0.6616, 4.0065)  0.002
C (4.4649, -1.3123, 2.7824)  -0.004
C (3.5994, -0.9179, 1.7687)  0.006
C (3.6876, -1.5863, 0.4256)  0.001
C (2.7346, 0.1514, 2.0343)  -0.002
N (1.7660, 0.5712, 1.0223)  -0.002
C (2.0346, 1.6624, 0.3868)  -0.005
C (3.3373, 2.3826, 0.4215)  0.000
C (0.9630, 2.2093, -0.4936)  -0.008
C (1.1274, 3.5681, -1.0766)  -0.002
N (-0.0606, 1.4518, -0.6759)  0.017
C (-1.0259, 1.8261, -1.7011)  -0.008
C (-2.2887, 2.2883, -1.3210)  0.021
C (-2.6752, 2.4924, 0.1164)  0.002
C (-3.1921, 2.6013, -2.3262)  -0.004
C (-2.8553, 2.4460, -3.6635)  0.004
C (-1.5901, 2.0121, -4.0127)  -0.001
C (-0.6356, 1.7115, -3.0430)  0.002
C (0.7560, 1.3648, -3.5062)  0.000
H (1.7943, 2.3147, 4.4872)  0.000
H (1.2642, 2.4140, 2.8088)  0.000
H (2.8328, 3.0442, 3.2925)  0.000
H (3.7529, 0.9997, 5.1396)  0.000
H (5.1653, -0.9880, 4.7824)  0.000
H (5.1514, -2.1277, 2.5943)  0.000
H (4.6335, -2.1166, 0.3426)  0.000
H (3.6308, -0.8701, -0.3943)  0.000
H (2.8896, -2.3155, 0.2711)  -0.001
H (4.0948, 1.8486, 0.9838)  0.000
H (3.2161, 3.3830, 0.8408)  0.000
H (3.6837, 2.5203, -0.6060)  0.000
H (1.4066, 4.2664, -0.2850)  0.000
H (0.2179, 3.9114, -1.5591)  0.000
H (1.9400, 3.5825, -1.8060)  0.000
H (-1.8329, 2.8015, 0.7363)  0.000
H (-3.1026, 1.5781, 0.5402)  0.001
H (-3.4350, 3.2676, 0.1962)  0.000
H (-4.1665, 2.9893, -2.0569)  0.000
H (-3.5732, 2.6932, -4.4343)  0.000
H (-1.3163, 1.9336, -5.0577)  0.000
H (0.7147, 0.7649, -4.4151)  0.000
H (1.3552, 0.8292, -2.7717)  0.000
H (1.3004, 2.2740, -3.7698)  0.000

HOMO (spin up / spin down) in eV: -16.7 / -16.7
LUMO (spin up / spin down) in eV: -9.48 / -12.07
⟨S²⟩: 0.755
Spin multiplicity: 2
HOMO-LUMO gap (spin up / spin down) in Eh: 0.266 / 0.171
Charge: +3

---

No. 3
The following is a DFT calculation (ωB97M-V/def2-TZVPD) of a molecular structure, C33H41Cl5FIrN3OP2Si.

Last column: Mulliken spin population.
Element x y z (Å)
Ir (0.0989, -0.8312, -0.2496)  2.136
C (1.2989, -4.1937, 0.7844)  0.023
Si (0.8930, -4.0205, -1.0371)  -0.034
C (-0.2938, -5.3762, -1.5305)  0.009
C (2.5126, -4.1943, -1.9976)  0.011
N (0.0692, -2.4794, -1.3317)  0.240
C (-0.5181, -2.2907, -2.6013)  -0.056
C (0.1389, -2.5695, -3.8052)  0.082
C (-0.4822, -2.3980, -5.0298)  -0.021
C (-1.7925, -1.9414, -5.0961)  0.054
C (-2.4806, -1.6759, -3.9224)  -0.035
C (-1.8424, -1.8581, -2.7142)  0.003
F (-2.5612, -1.6405, -1.5854)  0.015
H (1.5521, -5.2413, 0.9558)  -0.001
H (0.4514, -3.9553, 1.4237)  0.000
H (2.1519, -3.6130, 1.1271)  0.000
H (0.0691, -6.3479, -1.1993)  0.000
H (-0.4248, -5.4246, -2.6106)  -0.001
H (-1.2743, -5.2129, -1.0832)  0.000
H (3.2517, -4.7085, -1.3818)  -0.001
H (2.9408, -3.2353, -2.2835)  0.000
H (2.3826, -4.7849, -2.9037)  0.000
H (1.1631, -2.9073, -3.7782)  0.002
H (0.0642, -2.6199, -5.9350)  -0.001
H (-2.2790, -1.8042, -6.0505)  0.003
H (-3.5097, -1.3474, -3.9235)  0.000
C (-3.2516, 1.6933, 0.7928)  0.038
P (-1.7231, 1.2040, -0.1029)  0.156
C (-0.6143, 2.0395, 1.1182)  0.071
N (-0.3764, 3.3120, 1.0694)  0.001
C (0.4024, 3.8504, 2.0511)  0.010
C (0.6942, 5.2309, 2.0229)  -0.002
C (1.4712, 5.7762, 3.0043)  0.007
C (1.9878, 4.9729, 4.0461)  -0.001
C (1.7193, 3.6345, 4.0914)  0.003
C (0.9173, 3.0515, 3.0860)  0.005
N (0.6593, 1.7130, 3.1229)  0.017
C (-0.0850, 1.2184, 2.1778)  0.000
P (-0.1670, -0.6282, 2.0601)  0.058
C (1.2050, -1.0931, 3.1498)  0.022
C (-1.7029, -1.3090, 2.8698)  -0.023
C (-2.0636, -0.4628, 4.0934)  0.001
C (-1.3988, -2.7415, 3.3291)  0.025
C (-2.8694, -1.4043, 1.8872)  0.013
C (-1.9012, 2.1043, -1.7298)  -0.005
C (-0.8106, 1.6467, -2.6975)  0.092
C (-3.2510, 1.6129, -2.2761)  0.003
C (-1.9163, 3.6306, -1.6476)  0.010
H (-3.3306, 2.7807, 0.7575)  0.003
H (-3.1775, 1.3955, 1.8379)  0.004
H (-4.1437, 1.2436, 0.3629)  -0.006
H (0.2798, 5.8259, 1.2230)  0.000
H (1.6940, 6.8337, 2.9933)  0.000
H (2.5973, 5.4285, 4.8139)  0.000
H (2.0964, 2.9984, 4.8791)  0.000
H (1.2526, -2.1767, 3.2388)  -0.006
H (1.1024, -0.6285, 4.1299)  0.003
H (2.1333, -0.7366, 2.7053)  0.001
H (-1.3103, -0.5451, 4.8759)  0.000
H (-3.0110, -0.8108, 4.5086)  0.001
H (-2.1763, 0.5939, 3.8476)  -0.002
H (-0.6683, -2.7870, 4.1339)  0.001
H (-1.0688, -3.3677, 2.5029)  -0.017
H (-2.3256, -3.1737, 3.7066)  0.000
H (-3.3004, -0.4410, 1.6317)  -0.006
H (-3.6577, -1.9941, 2.3569)  0.000
H (-2.5753, -1.9043, 0.9647)  -0.012
H (-0.7344, 0.5574, -2.7388)  -0.036
H (0.1559, 2.0542, -2.4317)  -0.011
H (-1.0619, 1.9962, -3.7002)  0.002
H (-3.3284, 0.5235, -2.2721)  0.003
H (-3.3394, 1.9493, -3.3106)  0.000
H (-4.0938, 2.0270, -1.7240)  0.002
H (-1.0103, 4.0262, -1.2042)  0.000
H (-2.7635, 3.9969, -1.0670)  -0.001
H (-2.0197, 4.0274, -2.6593)  0.000
Cl (7.0645, 1.8348, -1.6940)  0.073
C (5.4258, 1.6488, -1.3179)  0.270
C (4.9503, 0.3838, -0.8832)  -0.060
Cl (6.0418, -0.9159, -0.7134)  -0.007
C (3.6220, 0.2237, -0.5941)  0.124
Cl (2.9961, -1.2419, 0.0133)  0.061
C (2.6754, 1.3068, -0.7421)  0.086
O (1.4503, 1.1611, -0.5368)  0.466
C (3.2181, 2.6028, -1.1312)  0.184
Cl (2.1243, 3.8944, -1.2026)  0.041
C (4.5496, 2.7536, -1.4201)  -0.082
Cl (5.1622, 4.2751, -1.8995)  -0.010

HOMO (spin up / spin down) in eV: -9.8 / -10.6
LUMO (spin up / spin down) in eV: -2.90 / -5.74
⟨S²⟩: 6.056
Spin multiplicity: 5
HOMO-LUMO gap (spin up / spin down) in Eh: 0.252 / 0.179
Charge: +1

---

No. 4
The following is a DFT calculation (ωB97M-V/def2-TZVPD) of 2 unconnected molecules or ions with the total composition C33H41FIN2O6.

Last column: Mulliken charge in e.
Element x y z (Å)
C (1.9864, -1.1497, 3.2260)  -0.467
C (0.7642, -1.7136, 3.3765)  -0.377
C (0.0861, -2.6967, 2.4223)  -1.506
C (0.1935, -2.3302, 0.9527)  0.685
C (-0.5381, -1.1988, 0.5254)  1.355
C (-1.3590, -0.3598, 1.4885)  -0.877
O (-2.1879, -0.8104, 2.2149)  -0.503
O (-1.1599, 0.9908, 1.4247)  -0.213
C (0.0814, 1.4595, 2.0034)  -0.841
C (1.2651, 1.5255, 1.0224)  0.896
C (1.8637, 2.9542, 0.8648)  -0.699
C (3.3964, 2.8833, 0.8590)  -1.099
C (4.0191, 2.3979, 2.1807)  -0.301
C (3.2556, 2.9031, 3.4268)  -1.023
C (-0.4788, -0.8572, -0.8272)  -0.285
C (-1.2629, 0.3329, -1.3262)  -0.382
C (-2.7635, 0.2094, -1.0297)  0.336
C (-3.3759, -1.0344, -0.9615)  -0.392
C (-4.7308, -1.0734, -0.6494)  -1.149
C (-5.4455, 0.0881, -0.3984)  1.006
C (-6.9103, -0.0405, -0.0207)  -1.412
C (-4.8186, 1.3266, -0.4944)  -1.043
C (-3.4691, 1.3782, -0.8036)  -0.640
C (0.2867, -1.6219, -1.6836)  0.702
N (0.3547, -1.2077, -3.0552)  -0.569
C (1.2774, -0.4056, -3.2133)  0.665
O (2.1756, 0.2672, -3.3782)  -0.373
N (0.9667, -2.7158, -1.2857)  0.023
C (1.7568, -3.5796, -2.2000)  -1.714
I (3.8679, -3.1523, -1.9368)  0.224
C (1.4688, -3.5483, -3.7040)  -0.335
C (2.0697, -4.8258, -4.3359)  -1.302
C (0.9464, -3.0642, 0.0445)  0.813
C (1.7343, -4.2567, 0.5808)  -1.169
C (2.8936, -3.8570, 1.4818)  -0.254
C (3.0689, -4.5378, 2.6096)  -0.880
H (2.0752, -0.0742, 3.3491)  0.142
H (2.9008, -1.7049, 3.0617)  0.372
H (0.1998, -1.4804, 4.2788)  0.384
H (-0.9774, -2.6590, 2.6512)  0.842
H (0.3973, -3.7174, 2.6332)  0.424
H (0.2896, 0.8997, 2.9125)  0.122
H (-0.1302, 2.4790, 2.3215)  0.610
H (0.9735, 1.2258, 0.0175)  -0.420
H (2.0353, 0.8102, 1.3233)  0.146
H (1.5450, 3.3268, -0.1108)  0.075
H (1.4601, 3.6470, 1.6008)  0.571
H (3.8097, 3.8597, 0.5921)  0.461
H (3.6774, 2.2098, 0.0424)  0.291
H (3.9602, 1.3045, 2.2233)  0.141
H (5.0778, 2.6426, 2.2419)  0.478
H (2.4004, 2.2627, 3.6454)  0.161
H (3.9475, 2.9344, 4.2653)  0.347
H (2.8387, 3.8935, 3.2436)  0.335
H (-1.1543, 0.4824, -2.3984)  1.039
H (-0.9242, 1.2497, -0.8491)  -0.167
H (-2.8198, -1.9461, -1.1379)  0.423
H (-5.2146, -2.0405, -0.5800)  0.306
H (-7.5801, 0.3203, -0.7968)  0.307
H (-7.0523, 0.5132, 0.9104)  0.369
H (-7.1070, -1.0785, 0.2409)  0.353
H (-5.3993, 2.2177, -0.2913)  0.490
H (-3.0103, 2.3608, -0.8426)  0.503
H (1.5533, -4.6004, -1.9056)  1.112
H (0.4029, -3.5006, -3.9216)  0.403
H (1.9793, -2.7229, -4.1915)  0.329
H (3.0687, -4.6415, -4.7251)  0.385
H (1.4392, -5.1993, -5.1398)  0.366
H (2.1700, -5.6414, -3.6142)  0.344
H (1.0410, -4.8796, 1.1398)  0.756
H (2.1739, -4.8865, -0.1873)  0.330
H (3.5307, -3.0247, 1.2191)  0.423
H (2.2983, -5.2175, 2.9553)  0.311
H (3.9446, -4.4244, 3.2355)  0.308
C (-1.5723, 6.4419, -1.8725)  -0.432
C (-1.4547, 4.9782, -2.2204)  0.163
O (-2.6132, 4.4247, -1.6263)  -0.153
C (-3.5607, 5.4202, -1.6175)  0.501
O (-4.7135, 5.2371, -1.4391)  -0.473
O (-2.9895, 6.6263, -1.8461)  -0.340
F (-0.3552, 4.4128, -1.6506)  -0.217
H (-1.1561, 6.6629, -0.8884)  0.292
H (-1.1077, 7.0923, -2.6091)  0.309
H (-1.4566, 4.7654, -3.2907)  0.276

HOMO in eV: -11.0
LUMO in eV: -4.25
HOMO-LUMO gap in Eh: 0.247
Charge: +1